No. 1
ORCA calculation (ωB97M-V with the def2-TZVPD basis set) on a single C9H9N3 molecule.

Values from the calculation:
SMILES: c1ccc2c(c1)nc1n2CNC1
Charge: 0
Lowest unoccupied orbital energy, eV: 0.8

Atoms and positions in Å:
N  -0.63064  -0.49316  -0.00222
N  -2.50020  -1.73118  -0.50448
N  -0.76324  1.50560  -0.92927
C  1.62035  2.12012  -0.23912
C  -1.38981  -1.66837  0.38222
C  -1.33726  0.36167  -0.78662
C  1.68642  -0.39222  1.08107
C  2.81009  1.64954  0.35943
C  0.49472  1.29364  -0.29801
C  2.82639  0.44659  1.05197
C  0.59126  0.03459  0.30882
C  -2.68501  -0.36328  -0.95324
H  -0.87789  -2.57353  0.25068
H  3.67871  -0.02466  1.65863
H  -1.77655  -1.51717  1.38680
H  -3.50666  0.19987  -0.39663
H  1.65496  3.07718  -0.80135
H  1.79963  -1.39130  1.53346
H  -3.03368  -0.31187  -2.00725
H  -2.39790  -2.45274  -1.19442
H  3.73632  2.23071  0.09951

Force components x, y, z for each atom (eV/Å):
N 0.130 -1.944 -0.064
N -0.595 1.000 0.062
N 1.094 0.239 -0.400
C 0.752 0.281 -0.778
C -0.306 0.434 0.625
C -0.798 -1.294 1.602
C 0.655 0.388 -0.827
C 0.127 1.194 -1.019
C 0.531 1.334 -0.047
C -0.029 -2.201 1.374
C -0.441 -0.010 0.653
C -1.677 1.866 -1.804
H 1.227 -1.177 0.473
H -0.872 1.368 -1.302
H 0.346 -0.210 0.470
H 1.107 -0.768 -0.267
H -0.167 -0.755 0.524
H -0.483 0.676 -0.189
H 0.272 -0.176 0.558
H 0.081 0.379 -0.552
H -0.954 -0.623 0.908

No. 2
ORCA calculation (ωB97M-V with the def2-TZVPD basis set) on 2 unconnected molecules or ions with the total composition C9H9N3O2.

Values from the calculation:
SMILES: O=c1cc[nH]c(=O)[nH]1.c1ccncc1
Charge: 0
Lowest unoccupied orbital energy, eV: 0.3

Atoms and positions in Å:
O  -0.76502  -0.10025  0.53964
O  -4.79815  -2.14542  -0.11670
N  -2.71003  1.42844  0.25119
N  -2.79083  -0.98862  -0.06700
N  4.93950  -1.03700  -0.40206
C  2.74306  -0.85402  0.62725
C  3.79557  -1.60490  0.03200
C  -4.71778  0.21823  -0.55486
C  2.84470  0.53998  0.37250
C  -1.96282  0.09328  0.19480
C  -4.14396  -1.13678  -0.26773
C  3.94271  1.05362  -0.26876
C  -4.04373  1.36506  -0.30902
C  4.95780  0.16122  -0.63879
H  3.91859  2.22514  -0.28242
H  -2.28465  2.31066  0.39880
H  3.80351  -2.70781  -0.10437
H  2.14068  1.18386  1.01173
H  1.89837  -1.35138  1.11043
H  -5.71019  0.05863  -0.61314
H  -4.56508  2.43180  0.03856
H  5.81560  0.64471  -1.25667
H  -2.30786  -1.78847  0.30462

Force components x, y, z for each atom (eV/Å):
O -4.051 1.196 -1.371
O 0.940 0.356 -0.247
N -0.890 -5.349 -2.243
N 1.670 -0.860 0.719
N -0.719 -6.306 -0.242
C 1.511 -0.596 -2.171
C -0.699 -0.332 1.354
C 3.068 -0.419 0.720
C -1.183 -0.300 3.143
C 1.744 2.433 1.940
C -0.617 2.471 -0.158
C -1.314 2.602 0.673
C -0.225 2.652 3.501
C 1.669 7.918 -2.350
H 0.767 -2.456 -0.599
H 0.745 0.379 -0.022
H -0.253 0.799 0.716
H 0.875 -0.680 -1.662
H 0.259 0.396 -0.258
H -3.442 0.754 -0.694
H 0.972 -2.961 -1.858
H -0.949 -1.040 1.374
H 0.118 -0.657 -0.266

No. 3
ORCA calculation (ωB97M-V with the def2-TZVPD basis set) on 2 unconnected molecules or ions with the total composition C9H9N3O2.

Values from the calculation:
SMILES: O=c1cc[nH]c(=O)[nH]1.c1ccncc1
Charge: 0
Lowest unoccupied orbital energy, eV: 0.4

Atoms and positions in Å:
O  2.54071  -2.17543  -1.19964
O  3.74326  0.88785  1.84812
N  3.27677  -0.54611  0.22246
N  -2.34592  0.61380  -1.23386
N  0.99421  -0.69300  -0.52324
C  1.74452  1.31634  0.62789
C  -2.71521  -0.05768  1.05561
C  -4.08907  -0.29486  0.87756
C  2.94558  0.64744  0.97278
C  0.95835  0.57287  -0.11112
C  -4.46260  0.18390  -0.39155
C  -3.64100  0.49206  -1.47504
C  2.31521  -1.19751  -0.58896
C  -1.89288  0.29989  -0.02843
H  -5.59295  0.25204  -0.61338
H  0.58793  -0.85393  -1.66744
H  -2.28343  0.12337  2.14091
H  -0.94051  0.66994  0.27443
H  1.66060  2.36458  0.93528
H  4.27400  -0.89890  0.26726
H  -3.67547  0.77710  -2.52987
H  0.06789  1.17874  -0.56177
H  -4.82254  -0.70979  1.67658

Force components x, y, z for each atom (eV/Å):
O 0.809 -2.127 -1.776
O 0.050 1.174 0.265
N -1.255 0.250 -0.874
N 2.088 -0.969 0.283
N 0.445 -1.402 -4.957
C 1.435 0.226 0.682
C 0.524 0.221 2.455
C 0.560 0.854 -0.444
C 2.945 -2.379 1.156
C -4.489 4.941 -2.608
C -4.667 -1.175 -1.269
C 1.790 0.577 0.899
C 1.127 0.662 2.359
C -2.187 1.100 2.071
H 1.763 -0.365 0.357
H 1.085 0.565 4.735
H -0.683 -1.194 -2.309
H -0.427 -0.608 0.076
H -0.464 -0.656 -0.337
H -2.022 0.502 0.000
H -2.160 -0.171 0.367
H 2.312 -1.203 0.469
H 1.421 1.180 -1.601

No. 4
ORCA calculation (ωB97M-V with the def2-TZVPD basis set) on a single C9H9N3S molecule.

Values from the calculation:
SMILES: [H]/N=C(/C)Nc1nsc2ccccc12
Charge: 0
Lowest unoccupied orbital energy, eV: 0.4

Atoms and positions in Å:
S  1.58079  2.57868  0.10718
N  -0.04157  2.51230  -0.38663
N  -3.68915  -0.18980  -0.47464
N  -1.69947  0.89521  -0.85788
C  1.98722  -1.75025  -0.24138
C  -2.22436  -0.19325  1.56893
C  -0.46702  1.22667  -0.39744
C  3.27864  -1.07483  -0.07533
C  0.61841  0.15061  -0.08814
C  0.71133  -1.16350  -0.42583
C  -2.56675  0.12067  -0.00797
C  1.89668  0.87130  0.23403
C  3.22839  0.22864  0.24762
H  -2.40057  1.04906  2.01048
H  -2.42986  1.38447  -1.31952
H  4.22419  -1.70312  -0.56432
H  -1.04130  -0.65453  1.76557
H  4.05802  0.88966  0.20795
H  -3.91478  0.30235  -1.38720
H  2.07437  -2.72428  -1.05321
H  -3.06177  -1.04478  1.95020
H  -0.12144  -1.71130  -0.81246

Force components x, y, z for each atom (eV/Å):
S -0.344 -0.263 -0.050
N 0.030 -3.203 0.661
N -1.595 0.482 -0.373
N -1.387 -2.428 2.308
C 0.685 -2.595 -4.822
C 0.203 0.411 -0.523
C 3.873 1.992 -0.052
C -0.671 -3.593 -1.895
C 1.170 5.191 0.235
C 2.068 -1.120 1.301
C 1.093 -0.974 1.478
C -1.265 -1.436 -0.758
C -2.706 2.205 -0.298
H 0.696 -4.229 -0.775
H 0.981 1.892 -1.139
H -2.401 2.024 2.037
H -3.709 1.736 -0.541
H 0.761 0.323 0.273
H 0.517 -1.116 1.032
H -0.129 2.201 3.078
H 2.372 2.869 -0.989
H -0.242 -0.370 -0.186

No. 5
ORCA calculation (ωB97M-V with the def2-TZVPD basis set) on a single C9H9N3S2 molecule.

Values from the calculation:
SMILES: CSc1nnc2n1\C=C/C=C\C=C/S2
Charge: 0
Lowest unoccupied orbital energy, eV: 0.6

Atoms and positions in Å:
S  -2.22132  -1.98365  -0.95184
S  0.17713  2.81878  0.09354
N  -0.88238  0.31894  -0.05168
N  -1.01668  0.05104  -2.25841
N  -0.28722  1.17489  -2.01936
C  0.20883  -2.76249  0.40558
C  -1.38433  -0.45345  -1.12764
C  -1.10853  -0.07380  1.29267
C  1.01569  3.67098  -1.26911
C  -1.11230  -2.81504  0.13408
C  1.25188  -1.71373  0.40253
C  1.22944  -0.71244  1.29041
C  -0.00004  -0.48132  1.96770
C  -0.22624  1.41462  -0.74476
H  1.78932  3.03482  -1.64101
H  0.57026  -3.58799  0.96499
H  2.26920  -1.83318  -0.12813
H  0.24213  3.61016  -2.06933
H  -1.67065  -3.65794  0.51753
H  -2.10685  -0.05773  1.86237
H  1.25629  4.78622  -1.06836
H  -0.16463  -0.52497  3.00784
H  2.17100  -0.22272  1.39040

Force components x, y, z for each atom (eV/Å):
S 0.385 0.754 0.564
S 1.040 1.341 1.162
N -1.788 0.014 -2.515
N 0.169 -0.561 -0.336
N 0.059 1.066 -0.128
C -1.035 0.633 -0.517
C 1.137 0.964 0.931
C 1.279 0.178 1.975
C -1.684 1.318 -0.831
C 0.860 -0.522 -0.458
C 1.772 0.020 -0.791
C 0.701 -1.281 -1.250
C -2.625 1.989 -0.378
C -2.032 -3.363 0.777
H 0.998 0.092 0.064
H 0.136 -0.959 0.495
H -1.903 -0.333 0.663
H 0.616 0.491 0.328
H 0.196 -0.324 0.016
H 1.423 0.413 -1.577
H -0.216 -2.235 -0.009
H 0.326 -0.568 1.271
H 0.184 0.876 0.547

No. 6
ORCA calculation (ωB97M-V with the def2-TZVPD basis set) on a gas-phase ion, C9H9N4O2 (charge -1).

Values from the calculation:
Charge: -1
Lowest unoccupied orbital energy, eV: 3.6

Atoms and positions in Å:
O  0.64304  2.27811  0.85202
O  0.85366  -1.96827  1.42184
N  -1.01113  -1.82555  -0.38095
N  -3.32197  -1.39798  0.02178
N  1.31987  -1.33861  0.24110
N  0.54678  1.11362  0.41066
C  2.21732  -0.30068  0.48216
C  -3.94524  0.92968  0.32959
C  -2.63106  1.36096  0.14018
C  0.14384  -0.99732  -0.59562
C  3.17657  0.01665  -0.61542
C  -4.20183  -0.43142  0.24530
C  -1.71338  0.39196  -0.15319
C  -2.04692  -1.01510  -0.17810
C  -0.28689  0.41934  -0.22489
H  2.65675  0.27919  -1.53357
H  3.81585  0.84220  -0.31501
H  -5.22143  -0.78148  0.38409
H  -2.34249  2.40124  0.22755
H  -0.04433  -2.27223  1.11946
H  3.80525  -0.85600  -0.82200
H  -4.73686  1.63391  0.54886
H  2.58199  -0.27700  1.49867
H  0.49304  -1.05544  -1.64194

Force components x, y, z for each atom (eV/Å):
O -0.793 0.300 0.114
O 0.248 0.387 0.229
N 0.564 -0.758 -0.016
N 0.320 -0.551 -0.129
N 0.567 -0.354 0.349
N 3.652 -0.182 0.250
C -2.952 -0.520 -0.458
C -0.308 0.011 0.049
C 0.132 -0.184 -0.090
C -0.241 0.288 -0.661
C -0.098 0.206 -0.058
C -0.353 0.251 0.120
C -0.451 0.126 -0.050
C -0.288 0.864 0.041
C 0.162 -0.333 0.184
H -0.012 0.036 -0.073
H 0.018 0.133 -0.071
H -0.100 0.049 0.033
H 0.029 -0.010 -0.014
H 0.083 0.108 -0.076
H -0.016 0.052 0.082
H -0.078 -0.078 -0.021
H -0.077 0.082 0.142
H -0.006 0.075 0.123

The evaluated ΔE to the lowest compared entry with this formula, charge and spin for the records listed, in turn: 144.4; 360.3; 441.8; 462.1; 286.7; 140.3 kJ/mol.